# C3H6N2OS

An isolated molecule of C3H6N2OS (ωB97M-V/def2-TZVPD, OMol25).

Element x y z (Å)
O (3.21588, -0.40810, -1.58060)
S (2.62674, -0.82983, -0.31677)
C (1.02718, -0.35589, -0.13135)
N (0.22478, -0.67482, 0.98857)
N (0.26598, 0.46248, -0.93106)
C (-1.16254, -0.22224, 0.83887)
C (-1.04955, 0.75828, -0.33333)
H (0.48188, -1.41346, 1.63460)
H (0.76392, 1.13337, -1.52512)
H (-1.52263, 0.26027, 1.77209)
H (-1.81446, -1.05776, 0.56272)
H (-1.89574, 0.56872, -1.01819)
H (-1.16142, 1.77898, 0.03957)

E_HOMO = -7.344 eV
Maximum force = 2.82 eV/Å
Charge = 0
Multiplicity = 1
E_LUMO = 0.7 eV
Orbital gap = 0.2945 Ha